Density functional theory data (wB97M-V/def2-TZVPD) for a cluster of 2 separate species, C10H10N2 in total.

Last column: natural (NBO) charge in e.
Positions of all 22 atoms, in Å:
1 C 1.39013 3.19325 1.04078  -0.20
2 C 0.73875 2.97513 2.20593  -0.25
3 C -0.62962 2.45020 2.05070  0.06
4 N -1.20360 2.73405 0.91469  -0.44
5 C -0.62024 3.26692 -0.09641  0.04
6 C 0.77225 3.49266 -0.14656  -0.25
7 H 2.48376 3.38025 1.18015  0.21
8 H 1.59671 2.95282 3.04496  0.23
9 H -1.09799 1.96804 2.87773  0.20
10 H -1.14944 3.25567 -1.01459  0.18
11 H 1.13071 3.72836 -1.06215  0.22
12 C 0.34258 -2.08395 -0.62452  -0.16
13 C -1.10135 -1.97244 -0.65571  -0.29
14 C -1.78860 -3.06122 -1.15156  0.01
15 N -1.22795 -4.32296 -1.49224  -0.42
16 C 0.15223 -4.39748 -1.20584  0.03
17 C 0.99116 -3.31451 -0.89063  -0.28
18 H 0.85366 -1.19835 -0.41247  0.21
19 H -1.50027 -0.79578 -0.92102  0.25
20 H -2.96356 -3.11039 -1.19397  0.21
21 H 0.63944 -5.41974 -1.24990  0.20
22 H 2.19123 -3.72051 -1.19737  0.24

Forces on the atoms, in the same order (eV/Å):
C 3.153 2.518 -0.570
C 0.236 -2.691 1.943
C 3.923 2.864 0.836
N -2.912 -1.913 1.546
C 2.925 0.146 -1.443
C -3.576 -1.518 2.233
H -0.859 -0.243 -0.602
H -3.093 -0.368 -1.023
H -0.778 -0.261 0.173
H -0.839 0.649 -0.724
H 1.822 0.789 -2.387
C -1.160 -1.664 -0.501
C 1.626 2.778 -2.428
C -1.783 -3.271 -0.510
N 2.285 2.578 2.664
C -2.218 -0.625 -0.853
C 1.341 -1.314 -1.192
H 1.028 1.140 0.187
H 0.739 -3.610 1.709
H 2.505 0.506 -0.340
H -0.939 1.244 -0.451
H -3.426 2.267 1.733

Energy above the lowest of the compared OMol25 structures with the same formula, charge and spin = 505.3 kJ/mol
SMILES = c1ccncc1.c1ccncc1
Net charge = 0
E_tot = -13507.85810 eV

***

Density functional theory data (wB97M-V/def2-TZVPD) for an isolated molecule of CH5NO3Si.

Last column: natural (NBO) charge in e.
Positions of all 11 atoms, in Å:
1 O -1.29143 0.64989 0.09092  -0.64
2 N 0.02936 0.58973 0.16776  0.27
3 C 0.54812 1.61383 0.87688  0.31
4 O -0.21654 2.65957 1.12787  -0.65
5 O 0.68973 -0.46253 -0.34958  -0.67
6 Si 0.10061 -2.07354 -0.99407  1.12
7 H 1.52615 1.65360 1.31106  0.19
8 H -1.09406 2.31948 0.87353  0.52
9 H 0.46118 -3.29993 -0.16698  -0.16
10 H -1.40325 -1.84893 -0.67302  -0.13
11 H 0.65014 -1.80117 -2.26436  -0.16

Forces on the atoms, in the same order (eV/Å):
O 1.160 -0.417 -0.840
N -2.088 2.432 2.379
C 0.457 -2.365 -1.616
O -0.101 -0.433 0.315
O 1.064 -1.136 -0.026
Si -2.210 2.464 3.284
H 0.501 -0.302 -0.507
H -0.711 0.019 -0.251
H 0.386 0.790 -0.628
H 1.157 -0.530 -0.895
H 0.385 -0.522 -1.215

Energy above the lowest of the compared OMol25 structures with the same formula, charge and spin = 215.8 kJ/mol
SMILES = [O-]/[N+](=C\O)O[SiH3]
Net charge = 0
E_tot = -16623.84693 eV

***

Density functional theory data (wB97M-V/def2-TZVPD) for a structure of composition C12H24AlBrINa.

Last column: natural (NBO) charge in e.
Positions of all 40 atoms, in Å:
1 C -3.64089 -1.60135 2.30357  -0.44
2 C -3.36549 -0.28086 2.14310  -0.19
3 C -3.18709 0.26339 0.75157  -1.01
4 Al -1.37832 -0.43284 -0.05582  1.48
5 I 0.05930 -1.04818 2.05522  -0.46
6 C -0.54425 1.08427 -1.10644  -1.03
7 C 0.95910 1.27759 -0.74756  -0.41
8 C 1.16824 2.33841 0.32907  -0.40
9 C 2.57790 2.91695 0.47975  -0.39
10 C 3.59353 2.06930 1.24518  -0.39
11 C 3.79335 0.64383 0.73240  -0.62
12 C -1.62776 -2.13272 -1.09542  -0.83
13 Br -3.50815 -2.33352 -1.66731  -0.05
14 C -0.68947 -2.27567 -2.31319  -0.43
15 C 0.03207 -3.61887 -2.32934  -0.60
16 H -3.02161 -2.36917 1.84829  0.21
17 H -4.46376 -1.95002 2.92064  0.20
18 H -3.25104 0.39354 3.00215  0.17
19 H -4.00954 -0.01728 0.10784  0.28
20 H -3.12783 1.35799 0.80185  0.11
21 H -1.08925 2.01600 -0.89164  0.17
22 H -0.58980 0.88497 -2.17714  0.25
23 H 1.35783 0.31902 -0.41019  0.21
24 H 1.53316 1.52653 -1.64467  0.20
25 H 0.81694 1.97467 1.30686  0.18
26 H 0.51398 3.18209 0.05901  0.18
27 H 2.97398 3.21267 -0.49435  0.20
28 H 2.46730 3.84874 1.04607  0.20
29 H 3.35144 2.03054 2.31000  0.20
30 H 4.55757 2.58053 1.16542  0.20
31 H 2.96457 -0.00880 1.00983  0.22
32 H 4.68975 0.20931 1.17714  0.21
33 H 3.88771 0.60599 -0.35434  0.20
34 H -1.47009 -2.97062 -0.41594  0.22
35 H 0.01898 -1.44509 -2.36821  0.20
36 H -1.30573 -2.22178 -3.21145  0.22
37 H 0.55577 -3.76958 -3.27644  0.21
38 H 0.78403 -3.68901 -1.54026  0.20
39 H -0.67050 -4.44327 -2.20237  0.21
40 Na -1.71592 1.87230 1.50712  0.94

Forces on the atoms, in the same order (eV/Å):
C 0.089 0.359 0.583
C -0.446 -0.477 -0.811
C 1.880 -0.180 0.805
Al -0.850 -0.466 -0.912
I 0.032 0.344 -0.096
C 0.693 -0.303 1.017
C -0.317 -0.248 -0.119
C -0.104 0.316 -0.335
C -0.198 0.127 0.660
C 0.339 -0.185 -0.393
C -0.116 -0.129 0.140
C 0.445 0.347 0.193
Br 0.017 -0.039 0.033
C -0.491 -0.419 0.040
C 0.345 0.039 -0.129
H -0.870 0.075 -1.278
H 0.901 -0.028 1.146
H -1.398 0.125 0.005
H 0.000 0.023 -0.058
H -1.809 -0.626 -0.963
H 0.035 0.160 -0.465
H -0.488 0.017 -0.006
H 0.142 0.074 0.029
H 0.028 0.264 0.071
H 0.142 -0.158 0.017
H 0.018 0.018 0.008
H -0.043 -0.194 -0.102
H 0.084 0.062 -0.101
H -0.129 0.065 -0.012
H -0.033 0.083 0.137
H -0.045 0.051 -0.010
H 0.041 0.003 -0.077
H 0.096 0.059 -0.003
H -0.111 -0.099 -0.073
H 0.093 -0.046 0.037
H 0.103 0.194 -0.069
H -0.007 -0.010 0.009
H -0.087 0.020 0.085
H -0.062 0.034 -0.003
Na 2.078 0.744 1.002

Net charge = 0
E_tot = -101989.75054 eV

***

Density functional theory data (wB97M-V/def2-TZVPD) for a cluster of 2 separate species, C3H11N3O in total.

Last column: Mulliken spin population.
Positions of all 18 atoms, in Å:
1 C -0.66578 3.05122 0.03566  0.00
2 N -0.45927 2.19801 -1.01112  0.00
3 C -1.45295 1.18702 -1.32880  0.00
4 O -1.57150 2.90828 0.86437  0.00
5 H 0.05399 3.89866 0.05080  0.00
6 H 0.17185 2.50092 -1.70811  0.00
7 H -1.77504 0.68349 -0.42354  0.00
8 H -1.03569 0.44815 -2.05785  0.00
9 H -2.36281 1.65297 -1.83303  0.00
10 N 2.00513 -1.78998 1.55640  0.57
11 C 1.05037 -2.67621 0.89831  -0.03
12 N 0.01336 -2.09504 0.04841  0.55
13 H 2.49153 -1.18546 0.85876  -0.02
14 H 1.48301 -1.14585 2.18536  -0.02
15 H 1.60498 -3.37348 0.27382  0.00
16 H 0.54873 -3.25041 1.67222  0.00
17 H -0.55854 -1.44901 0.59124  -0.02
18 H 0.45862 -1.56329 -0.67288  -0.02

Forces on the atoms, in the same order (eV/Å):
C -1.363 -0.036 0.963
N -0.557 -0.272 0.994
C -0.633 0.222 -1.549
O 1.655 0.121 -1.326
H -0.242 -0.327 0.132
H 0.498 0.229 -0.724
H -0.106 0.047 0.097
H -0.217 0.591 0.612
H 1.001 -0.647 0.763
N -2.218 2.613 -1.750
C 0.145 -3.494 0.258
N 1.667 1.818 1.979
H 0.297 -0.603 0.769
H 0.840 -0.456 0.186
H 0.075 0.027 0.096
H 0.046 -0.015 0.035
H -0.757 -0.114 -0.203
H -0.133 0.297 -1.331

Energy above the lowest of the compared OMol25 structures with the same formula, charge and spin = 144.6 kJ/mol
2S+1 = 2
Net charge = +1
E_tot = -9797.71457 eV

***

Question: Which formula does entry 1 have?
Answer: C10H10N2

***

Please write out number 4 again, unchanged.
Density functional theory data (wB97M-V/def2-TZVPD) for a cluster of 2 separate species, C3H11N3O in total.

Last column: Mulliken spin population.
Positions of all 18 atoms, in Å:
1 C -0.66578 3.05122 0.03566  0.00
2 N -0.45927 2.19801 -1.01112  0.00
3 C -1.45295 1.18702 -1.32880  0.00
4 O -1.57150 2.90828 0.86437  0.00
5 H 0.05399 3.89866 0.05080  0.00
6 H 0.17185 2.50092 -1.70811  0.00
7 H -1.77504 0.68349 -0.42354  0.00
8 H -1.03569 0.44815 -2.05785  0.00
9 H -2.36281 1.65297 -1.83303  0.00
10 N 2.00513 -1.78998 1.55640  0.57
11 C 1.05037 -2.67621 0.89831  -0.03
12 N 0.01336 -2.09504 0.04841  0.55
13 H 2.49153 -1.18546 0.85876  -0.02
14 H 1.48301 -1.14585 2.18536  -0.02
15 H 1.60498 -3.37348 0.27382  0.00
16 H 0.54873 -3.25041 1.67222  0.00
17 H -0.55854 -1.44901 0.59124  -0.02
18 H 0.45862 -1.56329 -0.67288  -0.02

Forces on the atoms, in the same order (eV/Å):
C -1.363 -0.036 0.963
N -0.557 -0.272 0.994
C -0.633 0.222 -1.549
O 1.655 0.121 -1.326
H -0.242 -0.327 0.132
H 0.498 0.229 -0.724
H -0.106 0.047 0.097
H -0.217 0.591 0.612
H 1.001 -0.647 0.763
N -2.218 2.613 -1.750
C 0.145 -3.494 0.258
N 1.667 1.818 1.979
H 0.297 -0.603 0.769
H 0.840 -0.456 0.186
H 0.075 0.027 0.096
H 0.046 -0.015 0.035
H -0.757 -0.114 -0.203
H -0.133 0.297 -1.331

Energy above the lowest of the compared OMol25 structures with the same formula, charge and spin = 144.6 kJ/mol
2S+1 = 2
Net charge = +1
E_tot = -9797.71457 eV

***

Question: Number 2 is which compound?
Answer: CH5NO3Si

***

Question: Which formula does entry 2 have?
Answer: CH5NO3Si